Run A
This record from the Open Molecules 2025 dataset describes a structure of composition C33H77N9O11Pt. The level of theory is ωB97M-V/def2-TZVPD.

Output
⟨S²⟩: 2.0037
HOMO (alpha / beta) in eV: -6.2 / -6.4
Spin multiplicity: 3
Kohn-Sham gap (alpha / beta) in eV: 6.53 / 6.78

```
131
C33H77N9O11Pt (ωB97M-V/def2-TZVPD)
Pt -0.763 -0.095 0.162
C 2.485 1.806 2.669
C 1.007 1.713 2.675
C 0.286 3.004 2.439
O 0.314 0.667 1.938
H 2.847 2.612 3.307
H 2.759 2.040 1.640
H 2.959 0.864 2.943
H 0.836 1.484 3.726
H 0.424 3.277 1.393
H 0.844 3.779 2.965
H -0.760 2.938 2.737
C -2.017 -1.604 -3.806
C -2.395 -2.032 -2.337
C -1.965 -3.412 -2.000
O -2.017 -0.970 -1.467
H -0.953 -1.443 -3.985
H -2.492 -0.674 -4.119
H -2.469 -2.319 -4.493
H -3.485 -2.027 -2.313
H -2.084 -4.044 -2.880
H -2.386 -3.901 -1.122
H -0.915 -3.424 -1.705
C 3.794 6.366 -0.488
O 3.914 6.355 -1.759
N 2.894 5.654 0.242
C 2.917 5.560 1.724
C 1.910 4.858 -0.415
H 4.559 6.916 0.082
H 3.601 6.225 2.252
H 3.231 4.551 1.991
H 1.917 5.810 2.078
H 1.997 3.868 0.032
H 0.993 5.369 -0.121
H 1.991 4.899 -1.501
C 0.514 2.145 -1.991
O 0.141 1.353 -1.122
N -0.176 2.455 -3.133
C 0.185 3.565 -3.944
C -1.586 2.093 -3.313
H 1.459 2.708 -1.934
H -0.574 4.345 -4.000
H 0.186 3.034 -4.895
H 1.239 3.839 -3.890
H -1.780 1.974 -4.379
H -1.584 1.059 -2.969
H -2.404 2.639 -2.842
C 1.450 -4.704 5.298
O 0.634 -5.280 4.541
N 1.557 -3.390 5.538
C 2.337 -2.862 6.618
C 0.854 -2.389 4.712
H 2.072 -5.235 6.036
H 1.719 -2.115 7.116
H 3.166 -2.250 6.263
H 2.742 -3.569 7.342
H 0.249 -1.663 5.255
H 1.663 -1.874 4.194
H 0.281 -2.883 3.927
C -2.732 -1.945 2.505
O -2.240 -1.144 1.626
N -2.345 -3.239 2.660
C -2.359 -3.946 3.945
C -1.382 -3.809 1.817
H -3.486 -1.635 3.245
H -2.465 -5.026 3.847
H -3.280 -3.807 4.511
H -1.537 -3.731 4.628
H -1.161 -3.310 0.873
H -0.408 -4.005 2.267
H -1.762 -4.823 1.690
C 6.068 0.575 -2.455
O 6.721 1.428 -3.022
N 5.071 0.910 -1.577
C 4.235 -0.178 -0.954
C 4.659 2.324 -1.347
H 6.252 -0.509 -2.495
H 3.186 0.068 -0.792
H 4.608 -0.252 0.068
H 4.313 -1.183 -1.369
H 3.677 2.480 -1.794
H 4.736 2.642 -0.307
H 5.262 3.098 -1.822
C -5.594 -0.580 1.081
O -5.535 -0.503 2.319
N -6.691 -0.202 0.413
C -6.673 -0.266 -1.082
C -7.987 0.064 1.059
H -4.722 -0.768 0.435
H -6.810 0.739 -1.480
H -7.332 -0.986 -1.567
H -5.688 -0.563 -1.444
H -8.247 1.121 1.017
H -8.739 -0.574 0.595
H -8.067 0.000 2.145
C 1.523 -2.694 -3.347
O 1.480 -3.905 -3.208
N 2.098 -2.098 -4.452
C 2.480 -0.708 -4.266
C 2.321 -2.755 -5.786
H 1.131 -1.985 -2.601
H 2.330 -0.243 -3.292
H 1.959 -0.092 -4.999
H 3.550 -0.584 -4.433
H 2.004 -2.240 -6.693
H 3.398 -2.917 -5.827
H 1.957 -3.783 -5.785
C -3.346 1.724 -0.410
O -2.403 1.454 0.347
N -3.786 2.993 -0.597
C -5.077 3.129 -1.314
C -3.285 4.125 0.197
H -3.883 1.017 -1.061
H -4.948 4.105 -1.781
H -5.914 3.235 -0.624
H -5.244 2.413 -2.118
H -2.243 3.982 0.482
H -3.253 5.076 -0.334
H -3.923 4.092 1.080
C 1.667 -2.060 0.948
O 0.836 -1.706 0.070
N 2.412 -3.185 0.930
C 2.231 -4.356 0.043
C 3.606 -3.203 1.788
H 2.027 -1.294 1.651
H 3.060 -4.288 -0.662
H 1.362 -4.173 -0.588
H 2.168 -5.341 0.506
H 3.547 -3.863 2.654
H 4.399 -3.735 1.262
H 4.087 -2.267 2.071
```

=====

Run B
This record from the Open Molecules 2025 dataset describes a structure of composition C33H77N9O11Pt. The level of theory is ωB97M-V/def2-TZVPD.

Output
⟨S²⟩: 2.0039
HOMO (alpha / beta) in eV: -6.3 / -6.7
Spin multiplicity: 3
Kohn-Sham gap (alpha / beta) in eV: 6.58 / 6.93

```
131
C33H77N9O11Pt (ωB97M-V/def2-TZVPD)
Pt 0.717 0.390 -0.080
C 4.096 3.454 -0.167
C 3.296 2.573 -1.153
C 4.161 1.507 -1.793
O 2.129 2.020 -0.672
H 4.359 2.839 0.694
H 3.421 4.243 0.166
H 4.985 3.995 -0.488
H 3.123 3.299 -1.946
H 4.496 0.796 -1.038
H 5.009 1.946 -2.319
H 3.553 0.858 -2.424
C 4.480 -1.496 1.838
C 3.115 -0.816 2.202
C 3.363 0.590 2.765
O 2.042 -0.863 1.281
H 4.353 -2.565 1.664
H 5.203 -1.390 2.646
H 4.951 -1.078 0.948
H 2.875 -1.316 3.141
H 4.032 0.453 3.615
H 2.477 0.973 3.271
H 4.015 1.198 2.138
C 0.254 -0.430 4.869
O 0.430 0.420 5.750
N -0.697 -1.392 4.952
C -1.625 -1.561 6.051
C -0.733 -2.278 3.821
H 0.897 -0.523 3.980
H -1.527 -0.873 6.890
H -1.483 -2.541 6.508
H -2.625 -1.471 5.625
H -0.048 -1.993 3.023
H -0.534 -3.320 4.074
H -1.689 -2.344 3.300
C -4.674 -0.527 -3.013
O -4.125 -0.162 -2.022
N -4.360 -1.650 -3.701
C -4.943 -2.032 -4.959
C -3.167 -2.439 -3.329
H -5.645 -0.142 -3.361
H -5.744 -1.357 -5.262
H -5.458 -2.993 -4.960
H -4.189 -2.168 -5.734
H -3.412 -3.490 -3.483
H -2.291 -2.392 -3.977
H -2.785 -2.189 -2.340
C 1.054 -1.805 -2.549
O 0.679 -1.053 -1.660
N 2.288 -2.296 -2.674
C 2.749 -3.064 -3.814
C 3.369 -1.899 -1.793
H 0.363 -2.292 -3.255
H 2.045 -3.308 -4.610
H 3.158 -4.002 -3.437
H 3.487 -2.499 -4.383
H 3.882 -2.849 -1.637
H 4.128 -1.307 -2.305
H 3.096 -1.380 -0.874
C -5.652 0.080 1.507
O -6.121 -0.725 2.295
N -4.413 0.604 1.662
C -3.656 0.402 2.859
C -3.912 1.558 0.636
H -6.127 0.500 0.607
H -4.034 -0.490 3.360
H -3.590 1.242 3.551
H -2.618 0.090 2.746
H -3.840 2.583 1.000
H -2.845 1.336 0.667
H -4.485 1.507 -0.290
C -1.486 2.083 -1.778
O -0.834 1.257 -1.128
N -1.306 2.378 -3.130
C -2.114 3.119 -4.103
C -0.113 1.793 -3.732
H -2.275 2.652 -1.261
H -2.801 3.873 -3.720
H -2.582 2.366 -4.737
H -1.512 3.800 -4.704
H -0.418 0.751 -3.824
H 0.095 2.221 -4.713
H 0.764 1.766 -3.085
C -0.322 2.515 2.370
O 0.098 1.604 1.650
N 0.467 3.505 2.849
C 1.891 3.703 2.580
C -0.212 4.541 3.574
H -1.366 2.495 2.720
H 2.058 4.570 1.941
H 2.328 2.824 2.107
H 2.459 4.041 3.447
H -1.136 4.169 4.017
H 0.299 4.860 4.483
H -0.531 5.384 2.961
C -2.072 -1.605 0.285
O -1.091 -0.821 0.455
N -2.000 -2.965 0.162
C -0.837 -3.765 0.424
C -3.284 -3.705 0.007
H -3.123 -1.298 0.171
H -0.720 -4.037 1.473
H 0.091 -3.252 0.171
H -0.876 -4.738 -0.067
H -3.575 -4.243 0.909
H -4.134 -3.072 -0.247
H -3.255 -4.485 -0.753
C -0.992 6.657 -2.080
O -1.138 6.156 -3.174
N -0.158 6.232 -1.098
C -0.135 6.901 0.215
C 0.678 5.041 -1.222
H -1.474 7.586 -1.739
H -0.619 7.877 0.230
H 0.880 7.058 0.582
H -0.610 6.304 0.993
H 1.726 5.335 -1.279
H 0.645 4.289 -0.434
H 0.419 4.499 -2.132
C 1.745 -5.201 -1.188
O 0.974 -5.791 -1.985
N 2.559 -5.810 -0.329
C 2.627 -7.300 -0.214
C 3.229 -5.037 0.751
H 1.733 -4.114 -1.010
H 3.660 -7.631 -0.319
H 1.924 -7.845 -0.844
H 2.401 -7.604 0.808
H 2.911 -5.344 1.748
H 4.279 -5.277 0.586
H 3.081 -3.957 0.764
```

=====

Which one sits at the bottom of the stability order? run A does.

=====

Run A
This record from the Open Molecules 2025 dataset describes the ion C3H5FO2P with charge -1. The level of theory is ωB97M-V/def2-TZVPD.

Output
Net charge: -1
SMILES: C=C(F)[P@](=C)([O-])O
HOMO in eV: -2.9
Kohn-Sham gap in eV: 7.05

```
12
C3H5FO2P (ωB97M-V/def2-TZVPD)
C -1.741 -1.009 -0.487
C -0.926 -0.320 0.300
F -1.502 0.882 0.731
P 0.994 -0.330 0.173
C 1.570 1.171 -0.661
O 1.528 -1.686 -0.218
O 1.121 0.048 1.782
H -1.587 -2.031 -0.730
H -2.725 -0.536 -0.816
H 1.690 0.935 -1.644
H 0.939 2.063 -0.307
H 0.639 0.812 1.876
```

=====

Run B
This record from the Open Molecules 2025 dataset describes a structure of composition C3H5FO2P. The level of theory is ωB97M-V/def2-TZVPD.

Output
Net charge: -1
HOMO in eV: -4.3
Kohn-Sham gap in eV: 8.54

```
12
C3H5FO2P (ωB97M-V/def2-TZVPD)
C -1.215 -0.935 -0.146
C 0.217 1.030 -0.992
C 0.176 -0.206 -0.111
O -1.719 -0.885 1.004
O -1.663 -1.400 -1.181
F 1.248 -1.031 -0.487
P 0.199 0.148 1.718
H 1.191 1.517 -0.925
H -0.556 1.723 -0.665
H 0.026 0.740 -2.025
H 1.605 0.457 1.722
H 0.491 -1.159 2.087
```

=====

Which one sits at the bottom of the stability order? run A does.

=====

Run A
This record from the Open Molecules 2025 dataset describes the molecule C2H2N4O2. The level of theory is ωB97M-V/def2-TZVPD.

Output
SMILES: O=C(O)n1cnnn1
HOMO in eV: -11.4
Kohn-Sham gap in eV: 11.23

```
10
C2H2N4O2 (ωB97M-V/def2-TZVPD)
O -2.121 1.151 -0.294
C -1.465 0.119 -0.035
O -1.938 -1.101 0.185
N 0.075 0.153 0.182
C 1.128 1.174 0.223
N 2.232 0.468 -0.002
N 1.916 -0.810 -0.267
N 0.711 -1.046 -0.095
H -1.102 -1.719 0.472
H 1.054 2.212 0.541
```

=====

Run B
This record from the Open Molecules 2025 dataset describes the molecule C2H2N4O2. The level of theory is ωB97M-V/def2-TZVPD.

Output
SMILES: [H]/N=C/n1nnoc1=O
HOMO in eV: -10.8
Kohn-Sham gap in eV: 10.63

```
10
C2H2N4O2 (ωB97M-V/def2-TZVPD)
H 0.589 -2.334 1.856
N 0.756 -1.701 0.944
C -0.265 -0.964 0.690
N -0.050 0.020 -0.286
N 1.177 0.009 -1.057
N 1.373 1.114 -1.543
O 0.115 1.912 -1.303
C -0.803 1.190 -0.508
O -1.732 1.620 0.076
H -1.160 -0.867 1.131
```

=====

Run C
This record from the Open Molecules 2025 dataset describes the molecule C2H2N4O2. The level of theory is ωB97M-V/def2-TZVPD.

Output
SMILES: O=c1nncnn1O
HOMO in eV: -10.3
Kohn-Sham gap in eV: 8.24

```
10
C2H2N4O2 (ωB97M-V/def2-TZVPD)
O -1.173 -0.064 -2.039
C -0.602 -0.467 -0.929
N -0.865 -1.412 -0.008
N -0.396 -1.392 1.292
C 0.306 -0.211 1.747
N 0.699 0.540 0.804
N 0.445 0.387 -0.519
O 0.927 1.421 -1.278
H 0.275 0.033 2.907
H 0.384 1.164 -1.979
```

=====

Which one sits at the bottom of the stability order? run C does.